Entry 1:
Below is a structure of composition C22H40ClIN4Tc, with properties calculated with the ωB97M-V functional and the def2-TZVPD basis.

The frontier orbital gap (spin up / spin down) is 1.37 / 4.70 eV. The value obtained for the energy relative to the best compared isomer or geometry (same formula, charge and spin) is 0.0 kcal per mole. For the maximum force, the calculation gives 3.72 eV/A. As for the electronic energy: -52241.3344 eV. As for the molar mass: 620.947 g/mol.

```
! RIJCOSX wB97M-V def2-TZVPD def2/J DEFGRID3
* xyz -2 4
Tc 0.694 -0.704 0.158
Cl 0.028 0.280 -1.959
C 2.523 -4.076 0.363
C 1.722 -2.160 -0.379
N 1.402 -3.474 -0.147
H 4.512 -3.300 0.793
N 3.022 -1.961 0.002
H 2.598 -5.104 0.661
C 0.009 -3.985 -0.271
C 0.048 -5.432 -0.740
C -0.744 -3.831 1.051
H 0.496 -6.112 -0.010
H -0.987 -5.752 -0.912
H 0.568 -5.499 -1.702
H -1.790 -3.651 -1.336
H -0.331 -3.303 -2.324
H -0.752 -2.790 1.416
C -0.778 -3.205 -1.327
H -0.335 -4.484 1.832
H -1.791 -4.120 0.861
H -0.930 -2.123 -1.108
C 3.514 -3.157 0.431
C 3.721 -0.221 1.649
H 4.527 -0.791 2.137
H 3.916 0.867 1.663
C 3.655 -0.601 0.150
H 3.380 1.432 -0.280
C 5.017 -0.619 -0.543
H 4.885 -0.848 -1.607
H 2.727 -0.414 2.112
H 1.773 0.742 -0.254
H 5.733 -1.307 -0.084
H 5.424 0.401 -0.491
C 2.881 0.488 -0.575
H 2.922 0.401 -1.668
C -3.646 3.311 -0.223
N -3.073 2.047 0.043
H -2.657 5.269 -0.372
N -1.454 3.475 0.113
H -4.684 3.489 -0.441
C -3.682 0.696 -0.072
C -5.168 0.798 0.240
C -3.467 0.113 -1.467
H -5.718 1.375 -0.521
H -5.571 -0.223 0.250
H -5.336 1.239 1.233
H -3.565 -1.232 0.794
H -2.881 0.008 1.862
H -2.391 -0.041 -1.620
C -2.987 -0.306 0.826
H -3.887 0.719 -2.277
H -3.960 -0.866 -1.474
H -2.002 -0.555 0.411
C -2.625 4.211 -0.185
C 0.742 3.556 -1.101
H 0.349 3.983 -2.029
H 1.765 3.920 -0.944
C -0.038 3.917 0.164
H 1.703 3.689 1.341
C -0.021 5.422 0.386
H -0.555 5.684 1.314
H 0.791 2.467 -1.196
H 0.955 2.168 0.910
H -0.449 5.971 -0.470
H 1.028 5.728 0.497
C 0.738 3.184 1.244
H 0.259 3.135 2.221
C -1.785 2.210 0.263
I 0.014 -0.146 2.715
*
```



Entry 2:
Below is an isolated molecule of C5H4N2, with properties calculated with the ωB97M-V functional and the def2-TZVPD basis.

The frontier orbital gap is 9.80 eV. The SMILES is C#Cc1cn[nH]c1. The value obtained for the energy relative to the best compared isomer or geometry (same formula, charge and spin) is 48.4 kcal per mole. For the maximum force, the calculation gives 0.87 eV/A. As for the electronic energy: -8227.3961 eV. As for the molar mass: 92.101 g/mol.

```
! RIJCOSX wB97M-V def2-TZVPD def2/J DEFGRID3
* xyz 0 1
C 2.756 -0.214 0.094
C 1.570 -0.407 0.174
C 0.171 -0.195 0.088
C -0.985 -0.887 0.335
N -1.979 -0.032 -0.003
N -1.543 1.167 -0.455
C -0.226 1.054 -0.395
H 3.817 -0.144 0.059
H -1.124 -1.890 0.712
H -2.964 -0.235 0.058
H 0.505 1.784 -0.669
*
```



Entry 3:
Below is a cluster of 7 separate species, C16H49N11O7 in total, with properties calculated with the ωB97M-V functional and the def2-TZVPD basis.

The frontier orbital gap is 9.68 eV. The SMILES is COC[C@H](C)N.COC[C@H](C)N.COC[C@H](C)N.NC(N)=O.NC(N)=O.NC(N)=O.NC(N)=O. The value obtained for the energy relative to the best compared isomer or geometry (same formula, charge and spin) is 24.4 kcal per mole. For the maximum force, the calculation gives 4.38 eV/A. As for the electronic energy: -48112.8230 eV. As for the molar mass: 507.638 g/mol.

```
! RIJCOSX wB97M-V def2-TZVPD def2/J DEFGRID3
* xyz 0 1
C 0.630 4.838 -1.345
C -0.275 4.769 -2.564
C 0.464 4.642 -3.816
O 1.222 5.847 -3.972
C 1.996 5.765 -5.131
N -1.235 3.564 -2.555
H 0.086 4.760 -0.372
H 1.229 5.724 -1.404
H 1.281 3.961 -1.472
H -0.833 5.708 -2.635
H -0.207 4.532 -4.716
H 1.050 3.771 -3.638
H 1.388 5.814 -6.021
H 2.518 4.773 -5.184
H 2.719 6.560 -5.130
H -1.219 3.167 -1.649
H -2.186 3.842 -2.739
C -0.560 0.348 -5.269
C -0.887 -0.353 -3.963
C 0.403 -0.685 -3.146
O 0.927 0.552 -2.673
C 2.216 0.414 -2.175
N -1.901 0.312 -3.124
H -0.583 1.472 -5.163
H -1.071 0.143 -6.148
H 0.491 0.073 -5.545
H -1.281 -1.351 -4.197
H 1.060 -1.272 -3.743
H 0.154 -1.265 -2.245
H 2.938 -0.013 -2.937
H 2.204 -0.254 -1.298
H 2.606 1.361 -1.890
H -2.932 0.251 -3.270
H -1.708 1.308 -3.097
C 0.527 -7.053 3.135
C 0.532 -6.359 1.845
C 0.569 -4.833 2.005
O 0.374 -4.239 0.717
C 0.395 -2.854 0.732
N 1.522 -6.812 0.893
H 0.028 -6.440 3.894
H 1.596 -7.219 3.474
H 0.026 -8.025 3.156
H -0.456 -6.695 1.399
H 1.551 -4.598 2.413
H -0.227 -4.396 2.646
H -0.477 -2.350 1.177
H 0.524 -2.444 -0.248
H 1.357 -2.484 1.282
H 1.576 -6.311 0.031
H 2.501 -6.630 1.236
C 0.627 -1.612 4.742
O 1.656 -0.933 4.470
N 0.730 -2.799 5.455
N -0.555 -1.333 4.259
H 1.538 -2.893 6.102
H -0.171 -3.180 5.794
H -0.543 -0.732 3.427
H -1.276 -2.005 4.366
C 2.570 1.710 1.899
O 2.811 2.579 1.080
N 2.846 0.377 1.748
N 2.107 2.074 3.186
H 2.711 -0.222 2.535
H 3.463 0.089 0.988
H 1.629 1.371 3.671
H 1.604 2.948 3.155
C -4.389 0.167 2.744
O -4.160 -0.693 1.889
N -3.456 0.782 3.421
N -5.694 0.449 3.018
H -3.774 1.698 3.798
H -2.478 0.747 3.121
H -6.294 -0.176 2.506
H -5.949 0.936 3.841
C -0.954 0.842 0.914
O -0.766 0.869 2.144
N -0.234 1.717 0.110
N -1.924 0.119 0.285
H -0.186 1.543 -0.923
H 0.603 2.171 0.541
H -2.026 0.262 -0.728
H -2.691 -0.211 0.881
*
```



Entry 4:
Below is a structure of composition C26H33FeN4O9S, with properties calculated with the ωB97M-V functional and the def2-TZVPD basis.

The frontier orbital gap (spin up / spin down) is 8.52 / 7.74 eV. For the maximum force, the calculation gives 0.47 eV/A. As for the electronic energy: -97106.7203 eV. As for the molar mass: 633.481 g/mol.

```
! RIJCOSX wB97M-V def2-TZVPD def2/J DEFGRID3
* xyz 0 6
Fe 0.428 0.100 0.010
O 3.290 -1.588 2.872
C 2.322 -1.558 1.952
O 2.375 -0.841 0.985
C 1.259 -2.585 2.260
O 0.144 -2.480 1.426
C -1.020 -2.002 2.095
C -0.867 -0.552 2.557
O -1.550 -0.142 3.472
O 0.042 0.124 1.917
H 3.946 -0.920 2.624
H 1.732 -3.562 2.111
H 1.004 -2.508 3.321
H -1.833 -2.080 1.375
H -1.251 -2.626 2.961
C -5.001 -1.273 1.097
C -5.635 0.116 1.169
C -6.266 0.285 2.557
C -6.723 0.213 0.091
C -4.607 1.222 0.940
C -5.001 2.570 1.045
C -4.118 3.611 0.856
C -2.796 3.303 0.549
S -1.444 4.358 0.281
C -0.438 2.972 0.028
N -1.041 1.830 0.125
C -2.386 1.977 0.429
C -3.294 0.937 0.625
C 0.998 3.012 -0.245
C 1.694 4.203 -0.430
C 3.056 4.159 -0.674
C 3.701 2.928 -0.730
C 2.990 1.750 -0.548
C 1.621 1.762 -0.297
H -5.769 -2.030 1.271
H -4.232 -1.396 1.864
H -4.556 -1.469 0.119
H -6.974 -0.526 2.746
H -6.810 1.226 2.643
H -5.501 0.262 3.335
H -7.478 -0.562 0.245
H -6.294 0.082 -0.904
H -7.226 1.181 0.117
H -6.029 2.807 1.287
H -4.446 4.638 0.949
H -2.948 -0.078 0.522
H 1.180 5.157 -0.388
H 3.611 5.076 -0.822
H 4.767 2.893 -0.922
H 3.511 0.801 -0.607
C 0.215 -3.192 -3.964
N 0.748 -2.605 -2.745
C 0.561 -3.333 -1.488
C 1.335 -1.392 -2.660
O 1.492 -0.860 -1.539
N 1.705 -0.705 -3.775
C 2.347 -1.260 -4.952
C 1.976 0.720 -3.626
H -0.499 -3.960 -3.680
H 0.965 -3.674 -4.589
H -0.316 -2.440 -4.549
H 0.038 -4.261 -1.702
H -0.021 -2.753 -0.779
H 1.524 -3.575 -1.034
H 2.223 -2.329 -5.042
H 3.421 -1.051 -4.915
H 1.941 -0.788 -5.849
H 1.380 1.141 -2.826
H 1.714 1.211 -4.564
H 3.035 0.900 -3.418
O -1.045 0.360 -2.412
N -1.650 -0.544 -1.837
O -2.607 -1.139 -2.289
O -1.199 -0.919 -0.662
*
```



Entry 5:
Below is an isolated molecule of C4H4N2O2S, with properties calculated with the ωB97M-V functional and the def2-TZVPD basis.

The frontier orbital gap is 9.46 eV. The SMILES is O=C=NCCN1SC1=O. The value obtained for the energy relative to the best compared isomer or geometry (same formula, charge and spin) is 48.3 kcal per mole. For the maximum force, the calculation gives 1.33 eV/A. As for the electronic energy: -22121.5524 eV. As for the molar mass: 144.155 g/mol.

```
! RIJCOSX wB97M-V def2-TZVPD def2/J DEFGRID3
* xyz 0 1
C 2.252 -0.273 0.777
C -1.192 0.741 1.363
C 0.487 -0.202 -0.988
C -0.983 -0.537 -0.729
N 1.194 -0.224 0.237
N -1.633 0.410 0.147
O 3.183 -0.318 1.460
O -1.034 0.431 2.483
S -1.116 2.146 0.296
H 0.902 -0.928 -1.699
H 0.544 0.804 -1.428
H -1.528 -0.538 -1.676
H -1.076 -1.511 -0.242
*
```